The following is a quantum chemistry calculation of a 24-piece molecular cluster, C58H164N14O24 overall at a distorted geometry, from the OMol25 dataset.

The LUMO energy is 0.49 eV. The highest occupied orbital energy comes out at -8.91 eV. The HOMO-LUMO gap comes out at 0.345 Ha.

Last column: Löwdin charge in e.
CARTESIAN COORDINATES (ANGSTROEM)
C  2.25  -3.73  -5.43  -0.036
C  0.79  -3.29  -5.23  -0.445
C  0.32  -3.36  -3.80  -0.039
O  0.87  -1.93  -5.62  -0.095
H  2.90  -2.95  -4.97  0.081
H  2.46  -3.68  -6.51  0.084
H  2.50  -4.72  -5.03  0.080
H  0.13  -3.84  -5.91  0.145
H  0.31  -4.37  -3.37  0.059
H  -0.67  -2.99  -3.69  0.034
H  0.99  -2.83  -3.16  0.064
H  -0.04  -1.67  -5.87  0.072
C  3.61  2.13  6.37  -0.054
C  2.26  2.19  5.70  -0.428
C  2.29  2.67  4.27  -0.051
O  1.68  0.82  5.53  -0.118
H  3.71  1.22  7.08  0.104
H  3.86  3.03  6.96  0.082
H  4.44  2.05  5.61  0.065
H  1.52  2.65  6.27  0.086
H  1.33  2.63  3.78  0.047
H  2.90  1.92  3.73  0.081
H  2.72  3.68  4.18  0.094
H  0.72  0.81  5.71  0.046
C  5.10  2.15  -1.96  -0.036
C  3.89  3.02  -1.62  -0.470
C  3.79  4.36  -2.39  -0.031
O  2.68  2.28  -1.74  -0.101
H  5.19  1.30  -1.29  0.064
H  6.00  2.71  -1.82  0.073
H  4.97  1.77  -2.99  0.079
H  3.91  3.28  -0.54  0.102
H  3.89  4.20  -3.46  0.074
H  4.64  4.98  -1.99  0.095
H  2.87  4.87  -2.16  0.046
H  2.67  2.07  -2.72  0.065
C  -3.32  3.15  -4.78  -0.040
C  -2.50  3.70  -3.60  -0.453
C  -3.06  5.04  -3.05  -0.034
O  -2.46  2.62  -2.64  -0.068
H  -4.33  2.83  -4.45  0.071
H  -2.70  2.27  -5.08  0.069
H  -3.33  3.78  -5.62  0.059
H  -1.44  3.80  -3.93  0.123
H  -2.96  5.82  -3.76  0.063
H  -2.53  5.31  -2.10  0.057
H  -4.11  4.94  -2.78  0.078
H  -1.84  2.90  -1.98  0.036
C  -0.12  -0.64  8.32  -0.048
C  -0.99  0.52  7.86  -0.461
C  -0.56  1.86  8.43  -0.033
O  -0.96  0.50  6.42  -0.084
H  0.92  -0.45  8.10  0.069
H  -0.31  -1.49  7.68  0.053
H  -0.31  -0.98  9.33  0.084
H  -2.00  0.35  8.25  0.137
H  -0.70  1.86  9.52  0.093
H  -1.19  2.64  8.07  0.052
H  0.50  2.04  8.28  0.072
H  -1.72  -0.12  6.23  0.073
C  0.74  -7.04  4.43  -0.045
C  -0.42  -7.78  3.83  -0.495
C  -1.82  -7.18  4.13  -0.039
O  -0.20  -7.81  2.43  -0.066
H  1.22  -7.61  5.24  0.084
H  0.50  -6.09  4.84  0.040
H  1.45  -6.82  3.61  0.084
H  -0.50  -8.74  4.29  0.117
H  -1.86  -7.15  5.23  0.085
H  -2.59  -7.85  3.82  0.060
H  -1.88  -6.17  3.73  0.072
H  -0.64  -8.57  2.02  0.094
C  0.39  -8.91  -1.67  -0.048
C  0.09  -8.60  -3.16  -0.458
C  -0.01  -7.09  -3.41  -0.074
O  1.12  -9.05  -4.05  -0.042
H  0.05  -9.92  -1.40  0.081
H  -0.08  -8.24  -1.00  0.040
H  1.47  -8.86  -1.49  0.089
H  -0.91  -8.99  -3.44  0.139
H  0.83  -6.54  -2.97  0.066
H  -0.93  -6.70  -2.95  0.069
H  -0.12  -6.88  -4.46  0.077
H  1.12  -9.99  -4.18  0.075
C  -7.73  -0.64  -5.98  -0.077
C  -6.62  -0.70  -4.98  -0.462
C  -6.06  0.64  -4.52  -0.050
O  -7.12  -1.30  -3.73  -0.078
H  -7.43  -0.34  -6.99  0.079
H  -8.52  0.08  -5.64  0.085
H  -8.29  -1.62  -6.07  0.097
H  -5.82  -1.34  -5.43  0.132
H  -5.51  1.13  -5.30  0.062
H  -5.37  0.48  -3.71  0.065
H  -6.92  1.25  -4.24  0.089
H  -6.96  -2.22  -3.58  0.071
C  3.20  -4.54  -1.36  -0.032
C  3.02  -3.50  -0.22  -0.443
C  3.08  -4.15  1.16  -0.048
O  4.01  -2.45  -0.31  -0.103
H  2.27  -5.14  -1.36  0.066
H  3.96  -5.28  -1.07  0.079
H  3.41  -4.07  -2.31  0.064
H  2.01  -3.01  -0.29  0.118
H  2.95  -3.39  1.91  0.040
H  4.10  -4.58  1.30  0.104
H  2.44  -4.97  1.29  0.056
H  4.34  -2.02  0.50  0.061
C  1.71  3.35  -6.31  -0.054
C  1.54  2.69  -4.95  -0.453
C  0.33  1.71  -4.77  -0.033
O  2.75  2.04  -4.49  -0.110
H  1.69  2.46  -7.08  0.110
H  2.68  3.82  -6.39  0.066
H  0.86  4.01  -6.61  0.086
H  1.36  3.53  -4.21  0.137
H  0.20  1.45  -3.70  0.060
H  0.54  0.71  -5.26  0.090
H  -0.60  2.13  -5.25  0.078
H  2.71  1.12  -4.87  0.044
C  -2.43  4.38  5.85  -0.043
C  -1.23  4.04  4.90  -0.470
C  -1.67  3.01  3.84  -0.030
O  -0.71  5.23  4.38  -0.058
H  -2.75  3.51  6.42  0.065
H  -3.28  4.62  5.21  0.066
H  -2.11  5.18  6.53  0.084
H  -0.42  3.73  5.54  0.110
H  -2.33  2.17  4.09  0.061
H  -0.83  2.64  3.26  0.055
H  -2.23  3.59  3.13  0.059
H  -1.38  5.60  3.79  0.022
C  -3.42  6.34  0.74  -0.053
C  -2.59  7.02  1.75  -0.499
C  -3.02  8.46  1.85  -0.046
O  -2.74  6.43  3.04  -0.062
H  -4.43  6.39  1.13  0.097
H  -3.02  5.32  0.67  0.057
H  -3.27  6.82  -0.27  0.105
H  -1.50  6.99  1.59  0.129
H  -2.76  9.05  1.01  0.069
H  -2.56  8.83  2.77  0.087
H  -4.11  8.59  1.97  0.098
H  -2.82  7.13  3.69  0.091
C  1.17  3.98  1.19  -0.032
C  0.13  4.36  0.09  -0.408
C  0.35  5.79  -0.44  -0.055
O  0.08  3.44  -1.07  -0.095
H  1.01  4.48  2.16  0.083
H  2.22  4.00  0.82  0.080
H  0.99  2.91  1.33  0.053
H  -0.90  4.47  0.52  0.122
H  0.22  6.51  0.37  0.067
H  -0.28  5.93  -1.33  0.074
H  1.37  5.93  -0.74  0.052
H  1.00  3.18  -1.27  0.054
C  6.65  1.13  1.65  -0.066
C  6.39  2.26  2.60  -0.427
C  5.30  3.21  2.12  -0.055
O  5.96  1.68  3.91  -0.097
H  7.06  1.46  0.68  0.081
H  5.70  0.61  1.46  0.068
H  7.40  0.42  2.04  0.087
H  7.24  2.92  2.80  0.132
H  4.37  2.71  1.84  0.065
H  5.71  3.59  1.17  0.084
H  5.06  3.99  2.80  0.064
H  6.66  1.21  4.37  0.073
C  0.56  -0.50  -1.38  -0.037
C  0.37  -0.12  0.07  -0.410
C  -1.01  0.63  0.32  -0.003
O  0.50  -1.26  0.93  -0.095
H  1.55  -1.00  -1.55  0.087
H  0.49  0.37  -1.99  0.047
H  -0.20  -1.17  -1.80  0.065
H  1.22  0.49  0.40  0.129
H  -0.77  1.66  0.13  0.041
H  -1.32  0.47  1.37  0.060
H  -1.76  0.15  -0.33  0.076
H  -0.06  -1.93  0.58  0.038
C  -4.59  2.57  0.58  -0.050
C  -5.22  2.13  1.82  -0.448
C  -6.57  2.68  2.13  -0.052
O  -5.21  0.63  1.79  -0.123
H  -4.36  3.63  0.58  0.062
H  -5.11  2.29  -0.34  0.087
H  -3.62  2.10  0.37  0.073
H  -4.62  2.52  2.64  0.123
H  -7.01  2.13  2.97  0.092
H  -7.33  2.77  1.35  0.081
H  -6.46  3.73  2.42  0.091
H  -5.45  0.39  2.71  0.073
C  3.29  -0.71  -7.97  -0.028
C  4.06  -0.56  -6.63  -0.431
C  4.98  0.61  -6.65  -0.051
O  3.07  -0.29  -5.60  -0.126
H  3.88  -1.27  -8.66  0.061
H  3.03  0.27  -8.44  0.097
H  2.37  -1.25  -7.85  0.056
H  4.63  -1.41  -6.29  0.130
H  5.49  0.55  -7.64  0.101
H  5.66  0.68  -5.78  0.081
H  4.38  1.48  -6.74  0.050
H  2.32  -0.93  -5.70  0.050
C  5.99  -1.04  -2.87  -0.654
O  6.53  -0.43  -3.77  0.031
N  6.61  -1.67  -1.80  0.160
N  4.57  -1.10  -2.83  0.142
H  6.09  -2.37  -1.29  0.073
H  7.56  -1.80  -2.05  0.079
H  4.15  -0.58  -3.61  0.068
H  4.08  -1.02  -1.91  0.086
C  -2.48  -1.31  -4.71  -0.623
O  -2.03  -1.23  -5.83  0.016
N  -2.10  -0.49  -3.67  0.203
N  -3.36  -2.41  -4.37  0.135
H  -1.63  0.35  -3.94  0.043
H  -2.81  -0.32  -2.95  0.083
H  -3.69  -2.81  -5.23  0.084
H  -4.06  -2.23  -3.62  0.052
C  3.70  -1.11  3.19  -0.534
O  4.53  -1.24  2.28  0.002
N  4.07  -1.14  4.64  0.151
N  2.34  -1.08  3.00  0.173
H  3.63  -0.41  5.16  0.031
H  5.06  -1.00  4.62  0.066
H  1.96  -0.93  2.07  0.071
H  1.79  -0.64  3.73  0.079
C  -3.65  -0.47  4.57  -0.675
O  -4.63  0.22  4.58  0.035
N  -3.43  -1.37  5.58  0.174
N  -2.62  -0.20  3.71  0.184
H  -4.09  -1.31  6.32  0.110
H  -2.71  -2.08  5.55  0.058
H  -2.77  0.21  2.77  0.095
H  -1.81  -0.76  3.80  0.080
C  -4.89  -1.22  -0.89  -0.594
O  -4.36  -1.58  -1.95  -0.059
N  -4.29  -1.44  0.30  0.204
N  -6.07  -0.54  -0.84  0.204
H  -3.37  -1.78  0.19  0.048
H  -4.47  -0.84  1.08  0.056
H  -6.79  -0.57  -1.51  0.075
H  -6.31  -0.17  0.05  0.068
C  0.02  -3.25  4.89  -0.600
O  -1.12  -3.18  5.36  -0.023
N  1.17  -2.98  5.63  0.176
N  0.23  -3.57  3.52  0.165
H  1.96  -2.79  5.05  0.059
H  1.15  -2.96  6.65  0.112
H  -0.60  -3.77  2.93  0.094
H  1.03  -3.19  3.05  0.040
C  -1.70  -4.06  -0.40  -0.681
O  -1.78  -3.28  0.50  0.010
N  -1.08  -5.26  -0.18  0.193
N  -2.20  -3.64  -1.58  0.195
H  -0.70  -5.89  -0.88  0.062
H  -0.62  -5.40  0.70  0.084
H  -2.86  -2.88  -1.40  0.070
H  -2.23  -4.16  -2.44  0.092